No. 1
Molecular formula: C5H5NO
Method: DFT, ωB97M-V/def2-TZVPD

energy relative to the best compared isomer or geometry (same formula, charge and spin): 52.4 kJ/mol
net charge: 0
frontier orbital gap: 10.3 eV
E_tot: -8802.87560 eV
SMILES string: Oc1ccncc1

Geometry as XYZ:
```
12
Properties=species:S:1:pos:R:3:nbo_charge:R:1
C -0.533 0.622 -0.461 0.336
C -0.669 0.234 0.825 -0.352
C 0.186 -0.702 1.354 0.055
C 1.220 -1.009 -0.598 0.051
C 0.409 -0.077 -1.219 -0.325
H -2.035 1.834 -0.291 0.483
H -1.361 0.679 1.537 0.216
H 0.171 -0.869 2.476 0.196
H 2.014 -1.533 -1.177 0.197
H 0.598 0.380 -2.187 0.232
N 1.216 -1.282 0.701 -0.431
O -1.216 1.722 -0.960 -0.657
```

---

No. 2
Molecular formula: C5H5NO
Method: DFT, ωB97M-V/def2-TZVPD

energy relative to the best compared isomer or geometry (same formula, charge and spin): 155.5 kJ/mol
net charge: 0
frontier orbital gap: 10.7 eV
E_tot: -8801.80703 eV
SMILES string: N#C[C@@H]1C[C@@H]1C=O

Geometry as XYZ:
```
12
Properties=species:S:1:pos:R:3:nbo_charge:R:1
O -1.249 -1.841 0.296 -0.482
C -1.089 -0.875 0.995 0.432
C -0.452 0.405 0.534 -0.326
C 1.016 0.702 0.346 -0.356
C 0.131 0.500 -0.854 -0.331
C 0.423 -0.701 -1.613 0.284
N 0.782 -1.616 -2.223 -0.308
H -1.494 -0.856 2.022 0.119
H -1.014 1.273 0.872 0.239
H 1.763 -0.063 0.528 0.240
H 1.341 1.718 0.553 0.230
H -0.158 1.355 -1.456 0.258
```

---

No. 3
Molecular formula: C5H5NO
Method: DFT, ωB97M-V/def2-TZVPD

energy relative to the best compared isomer or geometry (same formula, charge and spin): 108.2 kJ/mol
net charge: 0
frontier orbital gap: 10.8 eV
E_tot: -8802.29743 eV
SMILES string: N#C/C=C\CC=O

Geometry as XYZ:
```
12
Properties=species:S:1:pos:R:3:nbo_charge:R:1
N 2.796 1.574 0.274 -0.306
C 2.225 0.623 -0.061 0.247
C 1.520 -0.552 -0.492 -0.331
O -1.855 -1.228 1.225 -0.510
C -1.835 -0.092 0.818 0.449
C -0.764 0.450 -0.106 -0.576
C 0.187 -0.626 -0.524 -0.068
H 2.133 -1.395 -0.795 0.248
H -2.627 0.629 1.105 0.117
H -1.267 0.893 -0.979 0.250
H -0.250 1.281 0.396 0.255
H -0.263 -1.556 -0.861 0.225
```

---

No. 4
Molecular formula: C5H5NO
Method: DFT, ωB97M-V/def2-TZVPD

energy relative to the best compared isomer or geometry (same formula, charge and spin): 0.0 kJ/mol
net charge: 0
frontier orbital gap: 10.0 eV
E_tot: -8803.41902 eV
SMILES string: Oc1ccccn1

Geometry as XYZ:
```
12
Properties=species:S:1:pos:R:3:nbo_charge:R:1
C 1.090 0.539 0.021 0.500
C 0.703 -0.361 -0.968 -0.337
C -0.584 -0.933 -0.887 -0.136
C -1.424 -0.674 0.154 -0.307
C -0.979 0.363 1.004 0.081
H 2.222 1.633 0.887 0.496
H 1.487 -0.653 -1.660 0.230
H -0.915 -1.640 -1.599 0.212
H -2.464 -0.961 0.163 0.223
H -1.635 0.692 1.766 0.183
N 0.217 0.871 1.041 -0.500
O 2.283 1.125 0.079 -0.646
```

---

No. 5
Molecular formula: C5H5NO2
Method: DFT, ωB97M-V/def2-TZVPD

energy relative to the best compared isomer or geometry (same formula, charge and spin): 608.6 kJ/mol
net charge: 0
frontier orbital gap (alpha / beta): 8.1 / 8.1 eV
E_tot: -10845.00771 eV

Geometry as XYZ:
```
13
Properties=species:S:1:pos:R:3:nbo_charge:R:1
C -2.289 -0.012 0.185 -0.738
N 0.932 -0.002 -0.683 -0.335
C 1.109 0.033 0.602 0.556
C -1.549 -0.789 -0.854 0.560
C 2.506 0.474 0.203 -0.078
C 3.655 0.831 0.076 -0.076
O 0.614 -0.136 1.692 -0.582
O -1.927 -1.660 -1.561 -0.449
H -0.401 -0.444 -0.964 0.131
H -3.336 -0.312 0.213 0.240
H -1.789 -0.182 1.143 0.279
H -2.193 1.054 -0.036 0.249
H 4.668 1.144 -0.016 0.243
```

---

No. 6
Molecular formula: C5H5NO2
Method: DFT, ωB97M-V/def2-TZVPD

energy relative to the best compared isomer or geometry (same formula, charge and spin): 369.1 kJ/mol
net charge: 0
frontier orbital gap: 10.2 eV
E_tot: -10847.48987 eV
SMILES string: O=C1N[C@H]2C=CO[C@@H]12

Geometry as XYZ:
```
13
Properties=species:S:1:pos:R:3:nbo_charge:R:1
C -0.483 -0.553 1.373 0.657
C 0.850 -0.300 -0.173 -0.078
C -0.126 -0.094 -1.442 -0.376
C -0.776 1.012 -1.035 0.167
C 0.280 0.657 0.831 -0.007
H 0.376 -2.315 0.557 0.394
H 1.911 -0.087 -0.246 0.206
H 0.073 -0.347 -2.514 0.249
H -1.321 1.839 -1.801 0.216
H 0.865 1.024 1.610 0.226
N 0.540 -1.390 0.706 -0.627
O -1.604 -0.964 1.931 -0.570
O -0.585 1.518 0.202 -0.458
```

---

No. 7
Molecular formula: C5H5NO2
Method: DFT, ωB97M-V/def2-TZVPD

energy relative to the best compared isomer or geometry (same formula, charge and spin): 379.3 kJ/mol
net charge: 0
frontier orbital gap: 9.4 eV
E_tot: -10847.38402 eV
SMILES string: C/C(C#N)=C/C(=O)O

Geometry as XYZ:
```
13
Properties=species:S:1:pos:R:3:nbo_charge:R:1
C -1.663 -1.155 0.233 -0.593
C -0.382 -0.061 -0.166 -0.062
C 0.913 -0.517 -0.362 -0.271
C 2.173 0.349 -0.048 0.745
C -0.941 1.333 0.012 0.153
H -2.376 -1.334 -0.649 0.237
H -1.287 -2.110 0.355 0.212
H -2.177 -0.762 1.290 0.246
H 1.071 -1.639 -0.785 0.274
H 0.944 1.957 0.308 0.493
N -1.606 2.310 -0.363 -0.223
O 1.988 1.755 0.289 -0.680
O 3.342 -0.123 -0.114 -0.532
```

---

No. 8
Molecular formula: C5H5NO2
Method: DFT, ωB97M-V/def2-TZVPD

energy relative to the best compared isomer or geometry (same formula, charge and spin): 425.7 kJ/mol
net charge: 0
frontier orbital gap: 10.7 eV
E_tot: -10846.90323 eV
SMILES string: CC(=O)c1ncco1

Geometry as XYZ:
```
13
Properties=species:S:1:pos:R:3:nbo_charge:R:1
C -0.093 1.079 1.959 -0.648
C -1.078 0.502 0.924 0.580
C -0.298 -0.219 -0.186 0.388
C 0.913 -1.485 -1.401 -0.095
C 0.383 -0.574 -2.221 0.045
H 0.442 0.410 2.410 0.230
H 0.454 2.010 1.500 0.220
H -0.584 1.392 2.611 0.191
H 1.788 -2.364 -1.875 0.235
H 0.150 -0.368 -3.132 0.198
N 0.548 -1.151 -0.095 -0.464
O -2.231 0.474 0.978 -0.463
O -0.395 0.292 -1.471 -0.417
```

---

No. 9
Molecular formula: C5H5NO2
Method: DFT, ωB97M-V/def2-TZVPD

energy relative to the best compared isomer or geometry (same formula, charge and spin): 562.2 kJ/mol
net charge: 0
frontier orbital gap: 8.1 eV
E_tot: -10845.48852 eV

Geometry as XYZ:
```
13
Properties=species:S:1:pos:R:3:nbo_charge:R:1
C -0.261 0.606 -0.054 0.024
C -1.688 0.426 0.188 -0.462
C -1.827 -1.023 0.524 -0.045
C -0.569 -1.463 0.867 -0.311
C 0.341 -0.595 0.486 0.404
H 2.164 0.229 -1.064 0.500
H -2.003 1.032 1.369 0.235
H -2.181 0.823 -0.683 0.252
H -2.938 -1.368 0.722 0.246
H -0.313 -2.474 1.381 0.246
N 0.407 1.321 -0.994 0.006
O 1.703 1.256 -1.199 -0.489
O 1.603 -0.655 0.344 -0.606
```

---

No. 10
Molecular formula: C5H5NO2
Method: DFT, ωB97M-V/def2-TZVPD

energy relative to the best compared isomer or geometry (same formula, charge and spin): 266.5 kJ/mol
net charge: 0
frontier orbital gap: 10.5 eV
E_tot: -10848.55277 eV
SMILES string: N#C[C@@H]1C=COCO1

Geometry as XYZ:
```
13
Properties=species:S:1:pos:R:3:nbo_charge:R:1
C -2.074 -0.113 -0.079 0.263
C -0.648 -0.214 0.473 0.003
C 1.578 -0.978 0.086 0.215
C 1.206 1.244 -0.126 0.148
C -0.037 1.141 0.380 -0.344
H -0.912 -0.310 1.595 0.210
H 2.061 -1.855 -0.296 0.193
H 1.905 -0.943 1.093 0.150
H 1.809 2.191 -0.115 0.208
H -0.728 1.969 0.388 0.248
N -3.163 0.048 -0.409 -0.307
O 0.151 -1.199 -0.080 -0.500
O 2.081 0.216 -0.447 -0.487
```

---

No. 11
Molecular formula: C5H5NO2
Method: DFT, ωB97M-V/def2-TZVPD

energy relative to the best compared isomer or geometry (same formula, charge and spin): 488.4 kJ/mol
net charge: 0
frontier orbital gap: 8.9 eV
E_tot: -10846.25324 eV
SMILES string: C=C1C=C/C(=N/O)O1

Geometry as XYZ:
```
13
Properties=species:S:1:pos:R:3:nbo_charge:R:1
C 0.421 0.008 0.942 0.482
C -0.673 0.211 -1.053 0.302
C -1.546 0.821 -1.892 -0.472
C 0.071 -1.221 -0.973 -0.220
C 0.708 -1.295 0.183 -0.237
H 1.434 0.866 3.727 0.481
H -1.770 1.769 -1.656 0.214
H -1.679 0.382 -2.895 0.220
H 0.090 -1.705 -2.011 0.241
H 1.424 -1.971 0.519 0.238
N 0.851 -0.033 2.179 -0.198
O 0.910 1.338 2.866 -0.582
O -0.239 0.831 0.065 -0.469
```

---

No. 12
Molecular formula: C5H5NO2
Method: DFT, ωB97M-V/def2-TZVPD

energy relative to the best compared isomer or geometry (same formula, charge and spin): 517.2 kJ/mol
net charge: 0
frontier orbital gap (alpha / beta): 7.8 / 7.0 eV
E_tot: -10845.95410 eV

Geometry as XYZ:
```
13
Properties=species:S:1:pos:R:3:nbo_charge:R:1
C 0.820 -0.117 -0.200 0.314
C -0.151 0.848 -0.130 -0.117
C 0.107 -1.345 0.223 0.039
C -0.326 2.171 -0.013 -0.384
O 2.145 -0.012 -0.340 -0.624
O -0.141 -2.224 -0.848 -0.686
C -1.246 -0.438 0.376 0.144
N -2.378 -0.618 0.686 -0.275
H 2.398 0.922 -0.403 0.493
H -0.911 -2.765 -0.612 0.484
H 0.499 -1.858 1.108 0.195
H 0.503 2.837 0.202 0.196
H -1.318 2.600 -0.050 0.222
```